Record 1
# C37H40As2N2O2Pt

C37H40As2N2O2Pt as an isolated structure (the ωB97M-V functional and the def2-TZVPD basis, the Open Molecules 2025 dataset).

CARTESIAN COORDINATES (ANGSTROEM)
Pt -0.031 0.098 -0.322
As -2.093 -1.139 0.811
As -0.428 1.478 1.499
O 0.999 -1.640 -1.155
O 0.641 1.552 -1.949
N 1.456 2.488 -1.500
N 1.252 -0.904 -3.282
C 2.097 4.475 2.978
C 1.349 -1.415 3.986
C 1.009 -0.621 2.901
C 2.481 2.176 -0.686
C 0.091 0.414 3.049
C 1.472 5.654 2.594
C -4.887 -4.417 2.720
C -0.287 4.380 1.563
C -3.250 -2.503 1.556
C -3.110 0.536 1.068
C 3.997 -1.448 -3.525
C -3.664 -4.112 3.296
C 2.177 -3.049 -2.677
C -0.466 0.656 4.300
C -0.136 -0.147 5.384
C 1.529 3.249 2.661
C -2.691 -0.879 -3.414
C 2.000 4.785 -1.369
C -2.354 -1.491 -1.102
C -2.842 -3.155 2.714
C 3.224 -1.278 -4.831
C 3.681 -2.744 -2.775
C -2.695 -0.546 -2.064
C -5.294 -3.768 1.560
C -2.354 -2.161 -3.820
C 1.413 -1.806 -2.322
C 1.207 3.767 -1.846
C -2.008 -2.778 -1.523
C 0.768 -1.186 5.226
C -4.477 -2.813 0.976
C 0.280 5.605 1.885
C 0.327 3.196 1.961
C -2.016 -3.114 -2.867
C 3.059 4.490 -0.522
C 3.297 3.168 -0.186
C 1.696 -1.091 -4.659
C -2.357 1.632 1.827
H 2.576 1.123 -0.462
H 2.015 2.334 2.981
H -1.214 4.361 1.001
H 3.399 -2.148 -5.468
H 1.361 -0.211 -5.203
H -2.518 1.622 2.902
H 3.631 -0.421 -5.369
H 4.100 -2.687 -1.769
H 0.860 -0.007 -3.011
H 4.109 2.890 0.470
H 3.687 5.278 -0.131
H 1.772 5.800 -1.660
H 1.979 -3.799 -1.914
H -1.883 -2.920 3.163
H -2.962 -0.130 -4.147
H -2.977 0.461 -1.788
H 1.809 -3.434 -3.630
H 1.433 -0.830 1.924
H -0.582 0.043 6.351
H -3.345 -4.620 4.197
H 3.025 4.508 3.535
H -3.310 0.885 0.057
H -6.247 -4.011 1.108
H -2.364 -2.422 -4.870
H -0.212 6.521 1.585
H 5.066 -1.416 -3.742
H -1.761 -4.122 -3.171
H -4.078 0.332 1.528
H -1.730 -3.527 -0.790
H -2.702 2.605 1.470
H 4.167 -3.588 -3.268
H 3.798 -0.590 -2.876
H 1.912 6.608 2.852
H -5.527 -5.164 3.172
H 2.059 -2.223 3.860
H -4.791 -2.319 0.064
H -1.152 1.481 4.451
H 1.156 -1.936 -5.089
H 0.355 3.891 -2.495
H 1.024 -1.815 6.069

Values from the calculation:
F_max = 0.733 eV/Å
<S²> = 0.7578
2S+1 = 2
Charge = +1
DFT total energy = -6284.518678 hartree

---

Record 2
# C37H40AuN6OSSb2

C37H40AuN6OSSb2 as an isolated structure at a distorted geometry (the ωB97M-V functional and the def2-TZVPD basis, the Open Molecules 2025 dataset).

CARTESIAN COORDINATES (ANGSTROEM)
Au -1.423 -0.242 -2.365
Sb 1.392 -0.431 -0.550
Sb 0.393 -0.178 2.083
S 0.928 -1.234 -4.380
O 0.572 -0.893 -2.886
N -6.505 -3.728 -0.338
N -4.341 -3.915 -1.059
N -2.182 -4.017 -1.828
N -5.433 -1.799 -0.964
N -3.199 -1.942 -1.697
N -3.164 0.830 -1.909
C -1.703 1.926 1.481
C 2.655 -1.645 -4.277
C 1.676 2.413 0.301
C 3.847 -0.537 4.683
C 1.157 1.691 -0.766
C -4.282 2.937 -1.863
C 3.303 -0.993 5.876
C 1.103 -0.992 4.903
C 6.252 -0.588 -0.451
C -5.477 0.930 -1.370
C -0.697 -1.969 1.729
C -5.470 2.306 -1.526
C 4.136 -1.525 0.205
C -2.325 3.746 2.924
C -0.643 2.186 3.649
C -5.406 -3.144 -0.793
C 0.817 -2.530 -0.281
C -3.152 2.168 -2.040
C -0.801 1.496 2.452
C 1.936 -1.220 5.988
C 1.031 0.339 -5.206
C 3.486 -0.513 -0.499
C 0.652 2.335 -1.886
C 4.214 0.458 -1.184
C -4.310 0.213 -1.573
C -1.418 3.315 3.881
C 1.124 4.454 -0.850
C 5.522 -1.553 0.234
C 1.654 3.800 0.255
C -3.287 -3.279 -1.524
C 3.026 -0.305 3.589
C -2.470 3.054 1.726
C 0.634 3.724 -1.923
C -4.315 -1.279 -1.403
C 0.354 -2.897 1.128
C 5.601 0.413 -1.161
C 1.658 -0.536 3.709
H 3.457 0.051 2.660
H 4.911 -0.358 4.605
H 2.058 4.366 1.083
H -2.926 4.625 3.114
H -2.337 -5.013 -1.878
H 1.691 1.007 -4.654
H -1.311 3.856 4.812
H -2.203 2.619 -2.292
H 1.219 -2.968 1.795
H 1.518 -1.572 6.921
H -6.372 0.390 -1.101
H 3.946 -1.171 6.727
H 0.067 1.854 4.397
H -1.586 -3.634 -2.543
H 0.037 -1.164 5.002
H 6.032 -2.328 0.789
H 0.247 4.234 -2.795
H 3.005 -1.844 -5.291
H -1.511 -1.774 1.028
H 0.274 1.766 -2.725
H -1.110 -2.362 2.656
H 0.085 -2.781 -1.044
H 1.771 -3.001 -0.523
H 1.110 5.536 -0.879
H 1.418 0.152 -6.209
H 7.333 -0.616 -0.429
H -4.227 4.009 -1.995
H 3.712 1.257 -1.719
H -0.048 -3.912 1.057
H 6.173 1.163 -1.691
H -6.378 2.876 -1.385
H 2.131 1.929 1.158
H -6.532 -4.728 -0.227
H 0.021 0.740 -5.283
H 2.743 -2.553 -3.684
H -7.329 -3.180 -0.158
H -1.817 1.388 0.545
H 3.583 -2.283 0.751
H 3.209 -0.820 -3.828
H -3.183 3.394 0.986

Values from the calculation:
F_max = 1.706 eV/Å
2S+1 = 1
Charge = +3
DFT total energy = -2851.164910 hartree

---

Record 3
# C37H40BrNO2PSiTeTi

C37H40BrNO2PSiTeTi as an isolated structure at a distorted geometry (the ωB97M-V functional and the def2-TZVPD basis, the Open Molecules 2025 dataset).

CARTESIAN COORDINATES (ANGSTROEM)
Te -1.065 -2.687 0.806
Br -0.584 -0.859 -2.450
Ti -1.212 0.712 -0.441
P 2.151 0.729 -0.150
Si -4.603 0.470 -0.278
O -1.468 0.723 1.720
O -3.046 0.220 -0.609
N -0.938 2.700 -0.115
C -0.830 -4.684 0.192
C 0.788 3.817 -2.627
C 2.139 0.776 1.687
C 3.259 0.820 2.510
C -0.616 2.551 -1.505
C -0.527 -7.363 -0.597
C 0.999 5.089 -1.781
C 4.826 1.638 -0.662
C 0.613 -5.125 2.237
C 1.851 0.712 4.468
C -2.261 -4.266 -1.898
C -1.266 -6.472 -1.359
C 3.112 0.785 3.892
C 3.944 0.569 -0.514
C -0.369 -8.798 -1.026
C -0.930 3.775 0.560
C -0.645 6.248 0.814
C -0.290 0.631 1.341
C 1.255 4.851 -0.272
C -4.841 1.103 1.473
C -0.308 5.013 0.002
C -0.736 3.858 -2.320
C 4.441 -0.727 -0.656
C -1.436 -5.140 -0.991
C 1.881 3.549 0.132
C 5.786 -0.950 -0.914
C 6.169 1.419 -0.935
C -0.067 -5.569 0.971
C -5.559 -1.130 -0.492
C -0.530 5.178 -1.523
C 0.728 0.663 3.652
C -5.303 1.752 -1.463
C 0.871 0.685 2.274
C 6.654 0.124 -1.055
C 1.783 2.457 -0.631
C 0.064 -6.893 0.567
C 0.941 2.494 -1.862
H 7.703 -0.048 -1.267
H -4.810 2.715 -1.300
H 0.111 -8.867 -2.005
H 4.450 2.650 -0.568
H -3.291 -4.629 -1.935
H 1.787 5.685 0.191
H -6.632 -0.997 -0.325
H -6.380 1.899 -1.343
H 4.248 0.876 2.071
H 3.760 -1.567 -0.573
H -5.192 -1.882 0.210
H -1.496 3.883 -3.101
H 1.573 5.894 -2.239
H -1.709 6.485 0.732
H -1.337 -9.297 -1.103
H -1.731 -6.817 -2.278
H -0.270 0.602 4.070
H -0.104 -4.786 2.987
H 3.993 0.817 4.523
H -4.403 0.408 2.193
H -1.139 6.030 -1.825
H 1.283 -4.284 2.047
H -1.340 3.748 1.570
H -1.861 -4.290 -2.913
H -0.411 6.095 1.871
H -5.901 1.236 1.711
H -5.109 1.453 -2.495
H -5.415 -1.521 -1.502
H 1.742 0.691 5.545
H 1.181 3.846 -3.642
H 1.138 1.645 -2.519
H -2.282 -3.221 -1.598
H 0.651 -7.572 1.178
H 6.839 2.263 -1.051
H 1.189 -5.944 2.670
H 6.153 -1.964 -1.018
H -0.080 7.115 0.465
H 2.360 3.493 1.106
H -4.334 2.063 1.600
H 0.240 -9.356 -0.315

Values from the calculation:
F_max = 1.861 eV/Å
<S²> = 2.0139
2S+1 = 3
Charge = -1
DFT total energy = -5961.600644 hartree

---

Question: The lowest F_max belongs to which entry?
Answer: C37H40As2N2O2Pt

---

Question: The highest F_max belongs to which entry?
Answer: C37H40BrNO2PSiTeTi